{
  "formula": "C26H38N2O10PtSSi",
  "method": "wB97M-V/def2-TZVPD",
  "elements": ["Pt", "C", "C", "C", "C", "C", "C", "C", "S", "O", "O", "N", "C", "C", "C", "C", "C", "N", "H", "H", "H", "H", "H", "H", "H", "H", "H", "H", "H", "O", "C", "O", "C", "O", "O", "C", "C", "C", "C", "O", "Si", "O", "O", "C", "C", "C", "C", "O", "C", "C", "C", "C", "H", "H", "H", "H", "H", "H", "H", "H", "H", "H", "H", "H", "H", "H", "H", "H", "H", "H", "H", "H", "H", "H", "H", "H", "H", "H", "H"],
  "xyz": [[-0.871, 2.150, -0.768], [4.425, 1.175, 4.344], [3.973, 1.476, 2.940], [4.874, 1.416, 1.875], [4.455, 1.656, 0.579], [3.119, 1.952, 0.330], [2.208, 2.019, 1.373], [2.647, 1.787, 2.671], [2.614, 2.203, -1.362], [3.516, 3.201, -1.901], [2.582, 0.917, -1.998], [1.129, 2.769, -1.248], [0.874, 4.029, -0.768], [1.711, 5.093, -0.418], [1.120, 6.193, 0.173], [-0.249, 6.223, 0.436], [-1.004, 5.117, 0.099], [-0.448, 4.079, -0.512], [5.436, 1.546, 4.525], [4.432, 0.098, 4.528], [3.756, 1.628, 5.076], [5.915, 1.180, 2.069], [5.154, 1.618, -0.246], [1.156, 2.235, 1.214], [1.921, 1.844, 3.475], [2.772, 5.032, -0.603], [1.741, 7.033, 0.462], [-0.713, 7.067, 0.925], [-2.061, 5.027, 0.311], [-4.409, 2.104, 1.255], [-3.211, 2.222, 1.067], [-2.761, 2.237, -0.175], [-2.252, 2.432, 2.323], [-2.728, 2.086, 3.408], [-1.142, 2.982, 2.107], [0.031, -3.108, 2.295], [-0.009, -1.853, 1.428], [-0.654, -0.705, 2.192], [1.399, -1.483, 0.971], [-0.812, -2.189, 0.304], [-1.016, -1.375, -1.127], [-1.104, 0.180, -1.066], [0.205, -1.854, -2.136], [0.383, -2.982, -2.958], [-0.515, -2.875, -4.191], [1.851, -2.958, -3.378], [0.080, -4.267, -2.186], [-2.370, -2.113, -1.739], [-3.691, -2.098, -1.204], [-3.926, -0.929, -0.254], [-3.897, -3.427, -0.478], [-4.633, -1.988, -2.400], [0.630, -2.938, 3.193], [0.462, -3.940, 1.733], [-0.983, -3.381, 2.596], [-0.047, -0.428, 3.056], [-1.648, -0.984, 2.547], [-0.767, 0.178, 1.561], [2.029, -1.233, 1.831], [1.379, -0.624, 0.301], [1.851, -2.316, 0.427], [-0.261, -1.974, -4.752], [-1.557, -2.807, -3.882], [-0.386, -3.747, -4.840], [2.073, -2.011, -3.871], [2.080, -3.785, -4.057], [2.488, -3.031, -2.495], [-0.961, -4.273, -1.861], [0.713, -4.323, -1.299], [0.265, -5.146, -2.812], [-3.318, -1.027, 0.647], [-4.976, -0.895, 0.045], [-3.671, 0.018, -0.726], [-3.123, -3.539, 0.283], [-3.819, -4.261, -1.181], [-4.878, -3.460, 0.004], [-4.467, -1.038, -2.909], [-5.676, -2.036, -2.077], [-4.440, -2.802, -3.104]],
  "e_homo_ha": -0.075,
  "spin_multiplicity": 1,
  "largest_force_ev_per_a": 0.48,
  "lumo_ev": 4.3026,
  "homo_lumo_gap_ha": 0.2332,
  "charge": -2
}